No. 1
Molecular formula: C5H8O3S
Method: DFT, ωB97M-V/def2-TZVPD

The LUMO energy is 0.446 eV. The calculation puts the gap between HOMO and LUMO at 9.157 eV. The SMILES is C=CC(=C)O[S@](=C)(=O)O. As for the total charge: 0. The HOMO energy is -0.320 Ha. The calculation puts the relative energy (zero: lowest compared OMol25 entry of this formula, charge and spin) at 121.03 kcal per mole.

Atoms and positions in Å:
C: -0.44101 -1.52716 2.60740
C: 0.14638 -0.64782 1.83887
C: 0.19037 -0.86124 0.36665
C: -0.37938 -1.73208 -0.44701
O: 0.93218 0.28123 -0.19643
S: 0.39444 1.13693 -1.42940
C: -0.97399 2.03269 -1.06665
O: 0.44527 0.23018 -2.54016
O: 1.57472 2.12064 -1.53341
H: -0.96381 -2.46734 2.33690
H: -0.66776 -1.25333 3.64575
H: 0.51004 0.31233 2.38803
H: -1.03591 -2.62325 -0.08471
H: -0.12478 -1.86836 -1.45329
H: -0.44406 3.01006 -0.92303
H: -1.56582 2.20321 -1.90759
H: 2.40311 1.65330 -1.60192

---

No. 2
Molecular formula: C6H13AsBClFN2O4S
Method: DFT, ωB97M-V/def2-TZVPD

The LUMO energy is 2.749 eV. The calculation puts the gap between HOMO and LUMO at 6.961 eV. As for the total charge: -1. The HOMO energy is -0.155 Ha.

Atoms and positions in Å:
C: 3.40817 0.90158 0.86447
N: 2.23437 0.72284 0.00579
C: 2.52880 0.93804 -1.43220
B: 1.63702 -0.60631 0.16193
O: 2.42852 -1.73956 0.19110
As: -0.40626 -0.86869 0.39944
S: -0.39424 -2.18448 -1.64236
C: -2.46937 -1.08956 0.60226
C: -3.11937 -2.35674 0.19419
O: -4.05786 -2.50950 -0.52469
Cl: -2.43593 -3.81574 1.00754
C: -0.83047 0.95332 -0.65759
O: -0.66174 1.16442 -1.81948
N: -1.38397 2.02246 0.20103
C: -2.63781 2.49429 -0.02717
O: -3.18678 2.79288 -1.02987
F: -3.28140 2.64772 1.17979
H: 3.32813 1.83772 1.42750
H: 4.34326 0.92619 0.29337
H: 3.50799 0.09260 1.59395
H: 2.75719 0.00846 -1.97020
H: 1.68207 1.40980 -1.92790
H: 3.39183 1.60150 -1.52314
H: 2.33184 -2.25644 0.99570
H: -0.20229 -2.17844 1.25936
H: -0.42007 0.02786 1.75161
H: -1.19687 -1.46721 -2.43637
H: -2.67246 -0.93070 1.66423
H: -2.96946 -0.30713 0.02334
H: -1.25281 1.76884 1.17437

---

No. 3
Molecular formula: C3H7N2O2
Method: DFT, ωB97M-V/def2-TZVPD

The LUMO energy is -3.382 eV. The calculation puts the gap between HOMO and LUMO at 10.049 eV. As for the total charge: +1. The HOMO energy is -0.494 Ha. The calculation puts the relative energy (zero: lowest compared OMol25 entry of this formula, charge and spin) at 106.08 kcal per mole.

Atoms and positions in Å:
C: 1.01851 -0.20422 2.16403
C: -1.29624 -0.66912 -0.63786
C: -0.45285 0.31782 -0.02288
N: 1.63206 -0.90765 1.43929
N: -0.16913 1.47608 -0.98224
O: 0.31883 0.60467 2.66441
O: 0.16675 -0.74071 -0.88196
H: -1.73410 -1.43433 0.02598
H: -1.97057 -0.41668 -1.46223
H: 0.54778 -1.26563 -0.09072
H: 2.16921 -1.75894 1.65239
H: -0.40681 1.06078 -1.92820
H: 0.82457 1.63198 -0.98274
H: -0.64802 2.30595 -0.95727

---

No. 4
Molecular formula: CH4CsO
Method: DFT, ωB97M-V/def2-TZVPD

The LUMO energy (spin up / spin down) is -8.741 / -15.380 eV. The calculation puts the gap between HOMO and LUMO (spin up / spin down) at 15.466 / 8.561 eV. As for the multiplicity: 2. As for the total charge: +2. The HOMO energy (spin up / spin down) is -0.890 / -0.880 Ha. The calculation puts the relative energy (zero: lowest compared OMol25 entry of this formula, charge and spin) at 16.97 kcal per mole.

Atoms and positions in Å:
Cs: -23.43377 17.91962 -13.32929
C: -27.06414 17.26775 -11.60323
O: -25.78696 16.70100 -11.76940
H: -27.23787 18.08030 -12.30869
H: -27.80569 16.47533 -11.70458
H: -27.31163 17.71533 -10.64067
H: -25.08566 17.16462 -11.30591

---

No. 5
Molecular formula: C6H10
Method: DFT, ωB97M-V/def2-TZVPD

The LUMO energy is 1.036 eV. The calculation puts the gap between HOMO and LUMO at 10.736 eV. As for the total charge: 0. The HOMO energy is -0.356 Ha. The calculation puts the relative energy (zero: lowest compared OMol25 entry of this formula, charge and spin) at 95.09 kcal per mole.

Atoms and positions in Å:
C: 1.92545 0.50400 0.16433
C: 0.64926 -0.24043 0.55120
C: -0.45976 -0.24320 -0.52722
C: -1.62957 -1.12250 -0.11215
C: -1.19080 1.11051 -1.38186
C: -0.85517 1.62643 -0.29173
H: 2.33445 0.10903 -0.77304
H: 1.75326 1.57535 0.01915
H: 2.68950 0.38398 0.93937
H: 0.89457 -1.29986 0.70901
H: 0.26046 0.12180 1.51221
H: 0.01825 -0.63295 -1.42925
H: -2.10828 -0.71638 0.78620
H: -2.38145 -1.17216 -0.90364
H: -1.27884 -2.13784 0.11261
H: -0.62134 2.13420 0.62479

---

No. 6
Molecular formula: C4H6O2
Method: DFT, ωB97M-V/def2-TZVPD

The LUMO energy (spin up / spin down) is 0.186 / 0.185 eV. The calculation puts the gap between HOMO and LUMO (spin up / spin down) at 9.700 / 9.699 eV. As for the total charge: 0. The HOMO energy (spin up / spin down) is -0.350 / -0.350 Ha. The calculation puts the relative energy (zero: lowest compared OMol25 entry of this formula, charge and spin) at 98.77 kcal per mole.

Atoms and positions in Å:
O: -0.97189 1.46322 0.85572
C: 0.01284 0.86948 0.07365
C: 0.78992 -0.29278 0.71967
C: 0.63811 -1.08638 -0.53584
O: -1.27129 -0.94730 -0.71568
C: -0.45793 0.00781 -1.11410
H: -1.64680 0.78370 1.00430
H: 0.69109 1.63878 -0.29611
H: 1.81014 -0.01249 1.00495
H: 0.29475 -0.75092 1.58172
H: 0.76552 -2.18278 -0.47508
H: -0.57539 0.44489 -2.12298

---

Question: What is the total charge in the third record?
Answer: +1

---

Copy entry 2 word for word.
Molecular formula: C6H13AsBClFN2O4S
Method: DFT, ωB97M-V/def2-TZVPD

The LUMO energy is 2.749 eV. The calculation puts the gap between HOMO and LUMO at 6.961 eV. As for the total charge: -1. The HOMO energy is -0.155 Ha.

Atoms and positions in Å:
C: 3.40817 0.90158 0.86447
N: 2.23437 0.72284 0.00579
C: 2.52880 0.93804 -1.43220
B: 1.63702 -0.60631 0.16193
O: 2.42852 -1.73956 0.19110
As: -0.40626 -0.86869 0.39944
S: -0.39424 -2.18448 -1.64236
C: -2.46937 -1.08956 0.60226
C: -3.11937 -2.35674 0.19419
O: -4.05786 -2.50950 -0.52469
Cl: -2.43593 -3.81574 1.00754
C: -0.83047 0.95332 -0.65759
O: -0.66174 1.16442 -1.81948
N: -1.38397 2.02246 0.20103
C: -2.63781 2.49429 -0.02717
O: -3.18678 2.79288 -1.02987
F: -3.28140 2.64772 1.17979
H: 3.32813 1.83772 1.42750
H: 4.34326 0.92619 0.29337
H: 3.50799 0.09260 1.59395
H: 2.75719 0.00846 -1.97020
H: 1.68207 1.40980 -1.92790
H: 3.39183 1.60150 -1.52314
H: 2.33184 -2.25644 0.99570
H: -0.20229 -2.17844 1.25936
H: -0.42007 0.02786 1.75161
H: -1.19687 -1.46721 -2.43637
H: -2.67246 -0.93070 1.66423
H: -2.96946 -0.30713 0.02334
H: -1.25281 1.76884 1.17437

---

Question: total charge of number 3 (C3H7N2O2)?
Answer: +1

---

Question: Look up the total charge of the first one.
Answer: 0